[1]
This record from the OMol25 dataset describes 2 unconnected molecules or ions with the total composition C2F3NO. The level of theory is ωB97M-V/def2-TZVPD.

Gap between HOMO and LUMO   10.49 eV
Calculated total energy   -13757.381 eV
Spin multiplicity   1

Last column: natural (NBO) charge in e.
CARTESIAN COORDINATES (ANGSTROEM)
F1 1.9151 0.4110 0.5237  -0.355
O1 -1.0622 -0.4103 0.2965  -0.404
C1 2.2280 -0.4331 -0.4791  0.672
F2 2.6388 -1.4648 0.1473  -0.314
C2 -1.6278 0.5907 -0.2522  0.832
F3 -2.6521 1.2356 0.0503  -0.223
N1 -0.5765 0.4395 -0.9466  -0.208

[2]
This record from the OMol25 dataset describes a molecular structure, C7H11NO. The level of theory is ωB97M-V/def2-TZVPD.

Gap between HOMO and LUMO   9.96 eV
Calculated total energy   -10970.148 eV
Spin multiplicity   1

Last column: natural (NBO) charge in e.
CARTESIAN COORDINATES (ANGSTROEM)
H1 -0.6115 -2.4060 -0.1446  0.224
C1 0.1808 -1.6743 -0.3483  -0.596
C2 -1.3995 0.0974 0.3369  -0.045
H2 1.1463 -2.1394 -0.1081  0.224
H3 4.2749 -0.2274 -0.1270  0.546
H4 -4.3503 0.9011 1.2733  0.238
O1 3.7317 0.0813 -1.2474  -1.034
C3 2.4000 0.2763 0.3427  0.477
H5 0.1154 -0.6692 1.5542  0.237
H6 3.4958 0.9301 -1.6425  0.482
N1 3.3003 -0.1142 1.0512  -0.518
C4 0.9953 0.6919 0.1449  -0.506
H7 -4.5703 0.2312 -0.3608  0.237
H8 -4.0408 1.9186 -0.1533  0.237
C5 -0.0269 -0.4096 0.4936  -0.265
H9 0.8273 1.5798 0.7727  0.263
H10 0.1637 -1.4286 -1.4198  0.213
C6 -2.5529 0.4601 0.2366  0.024
H11 0.8695 1.0001 -0.9045  0.247
C7 -3.9488 0.9009 0.2502  -0.684

Number 1: E_HOMO -10.09 eV. Number 2: E_HOMO -9.26 eV.